75
Properties=species:S:1:pos:R:3 method="wB97M-V/def2-TZVPD" e_tot_ev=-61729.0723 homo_energy_ev=-5.953 relative_energy_kcal_mol=0.00
K -0.586 -2.356 -0.564
C -0.748 -0.496 4.933
C -0.362 -1.506 3.861
C -0.597 -2.952 4.299
P -1.049 -1.168 2.169
C -2.744 -0.465 2.455
C -3.340 -0.018 1.119
C -3.653 -1.507 3.107
C -0.091 0.303 1.658
C -0.401 1.599 2.080
C 0.360 2.711 1.766
C -0.013 4.086 2.255
C 1.503 2.477 0.991
C 1.850 1.220 0.540
C 1.053 0.075 0.834
N 1.296 -1.169 0.348
C 2.531 -1.415 -0.275
C 2.625 -1.586 -1.667
C 1.406 -1.407 -2.549
C 3.855 -1.897 -2.253
C 5.006 -2.060 -1.502
C 6.320 -2.423 -2.146
C 4.903 -1.886 -0.122
C 3.704 -1.566 0.497
C 3.630 -1.389 1.988
H -0.201 -0.699 5.858
H -1.814 -0.545 5.172
H -0.517 0.527 4.629
H 0.711 -1.395 3.669
H -1.656 -3.167 4.459
H -0.078 -3.157 5.239
H -0.231 -3.659 3.553
H -2.695 0.403 3.118
H -3.498 -0.882 0.461
H -2.697 0.696 0.599
H -4.317 0.450 1.271
H -3.677 -2.428 2.516
H -4.678 -1.132 3.183
H -3.331 -1.772 4.113
H -1.287 1.751 2.691
H -1.011 4.080 2.697
H -0.022 4.822 1.447
H 0.675 4.461 3.018
H 2.142 3.317 0.728
H 2.735 1.093 -0.072
H 0.776 -0.590 -2.182
H 0.788 -2.309 -2.603
H 1.692 -1.185 -3.577
H 3.906 -2.011 -3.333
H 6.217 -2.515 -3.228
H 6.703 -3.375 -1.773
H 7.089 -1.671 -1.950
H 5.791 -2.011 0.493
H 4.553 -1.711 2.472
H 2.794 -1.961 2.398
H 3.450 -0.346 2.261
C -1.090 2.500 -4.868
C -2.440 2.775 -4.213
C -2.275 3.152 -2.744
C -3.413 1.616 -4.412
N -2.947 0.372 -3.782
C -3.009 -0.034 -2.522
N -2.319 -1.142 -2.396
N -1.833 -1.410 -3.639
N -2.209 -0.509 -4.473
H -0.437 3.369 -4.777
H -1.193 2.260 -5.928
H -0.584 1.661 -4.385
H -2.918 3.615 -4.728
H -1.735 2.379 -2.190
H -3.236 3.321 -2.250
H -1.690 4.067 -2.648
H -3.537 1.383 -5.467
H -4.393 1.841 -3.994
H -3.512 0.500 -1.732


79
Properties=species:S:1:pos:R:3 method="wB97M-V/def2-TZVPD" s_squared=0.75 multiplicity=2 e_tot_ev=-91340.4490 homo_energy_ev="-7.721 / -8.717" relative_energy_kcal_mol=36.31
Pt -0.341 0.001 0.004
O -0.355 3.032 -0.258
N -1.246 2.012 -0.012
C -2.393 2.352 0.416
C -3.586 1.507 0.653
C -4.756 2.250 0.825
C -5.988 1.646 0.995
C -6.070 0.263 0.996
C -4.913 -0.483 0.841
C -3.663 0.115 0.677
P -2.231 -1.021 0.530
C -2.792 -2.127 -0.802
C -2.621 -1.681 -2.114
C -3.064 -2.450 -3.177
C -3.666 -3.680 -2.941
C -3.828 -4.132 -1.641
C -3.396 -3.357 -0.572
C -2.322 -1.991 2.057
C -2.961 -1.511 3.201
C -2.924 -2.245 4.378
C -2.246 -3.456 4.421
C -1.592 -3.925 3.292
C -1.620 -3.193 2.115
H -0.809 3.878 -0.104
H -2.568 3.421 0.567
H -4.695 3.332 0.814
H -6.875 2.252 1.121
H -7.023 -0.234 1.122
H -4.977 -1.564 0.852
H -2.122 -0.735 -2.295
H -2.928 -2.096 -4.191
H -4.000 -4.289 -3.771
H -4.289 -5.093 -1.453
H -3.528 -3.719 0.440
H -3.487 -0.566 3.183
H -3.421 -1.867 5.262
H -2.214 -4.025 5.341
H -1.029 -4.848 3.328
H -1.066 -3.542 1.253
C 1.882 0.854 -4.155
C 2.125 -0.497 -3.512
C 1.648 -1.645 -4.373
C 3.562 -0.679 -3.061
O 1.252 -0.604 -2.319
H 2.392 0.900 -5.119
H 2.262 1.661 -3.527
H 0.814 1.007 -4.320
H 2.257 -1.706 -5.275
H 0.604 -1.501 -4.659
H 1.731 -2.582 -3.822
H 4.214 -0.763 -3.933
H 3.651 -1.582 -2.460
H 3.896 0.172 -2.466
C 6.528 4.415 1.546
C 5.981 5.472 2.468
O 6.660 6.270 3.052
S 4.204 5.565 2.737
C 3.549 4.259 1.728
C 3.456 2.964 2.223
C 2.941 1.946 1.435
C 2.478 2.225 0.150
C 2.558 3.530 -0.337
C 3.095 4.540 0.443
C 1.948 1.180 -0.686
C 1.501 0.299 -1.397
H 7.601 4.564 1.459
H 6.055 4.474 0.565
H 6.321 3.422 1.945
H 3.797 2.751 3.228
H 2.878 0.933 1.807
H 2.197 3.742 -1.336
H 3.164 5.551 0.063
F 1.861 -1.302 1.587
P 2.085 -2.789 0.945
F 2.225 -4.238 0.280
F 2.940 -2.133 -0.254
F 0.702 -2.527 0.053
F 1.179 -3.401 2.128
F 3.412 -2.981 1.816